[1]
{
  "formula": "C32H46Cl8F18O12",
  "method": "the ωB97M-V functional and the def2-TZVPD basis",
  "species": ["C", "C", "O", "C", "O", "C", "F", "F", "F", "H", "H", "H", "H", "H", "C", "C", "O", "C", "O", "C", "F", "F", "F", "H", "H", "H", "H", "H", "C", "C", "O", "C", "O", "C", "F", "F", "F", "H", "H", "H", "H", "H", "C", "C", "O", "C", "O", "C", "F", "F", "F", "H", "H", "H", "H", "H", "C", "C", "O", "C", "O", "C", "F", "F", "F", "H", "H", "H", "H", "H", "C", "C", "O", "C", "O", "C", "F", "F", "F", "H", "H", "H", "H", "H", "Cl", "C", "C", "Cl", "H", "H", "H", "H", "Cl", "C", "C", "Cl", "H", "H", "H", "H", "Cl", "C", "C", "Cl", "H", "H", "H", "H", "Cl", "C", "C", "Cl", "H", "H", "H", "H"],
  "xyz": [[1.62861, 4.96538, -1.93901], [0.42857, 3.91585, -1.93493], [0.82124, 2.80649, -2.70783], [-0.11088, 1.81910, -2.94759], [-1.22817, 1.69713, -2.49700], [0.42327, 0.77298, -3.94689], [1.71186, 0.92197, -4.27644], [0.15664, -0.49301, -3.52726], [-0.26159, 0.94599, -5.03258], [1.96659, 5.26085, -2.93227], [2.50975, 4.53257, -1.46533], [1.42371, 5.94746, -1.51282], [-0.46626, 4.39787, -2.32868], [0.08372, 3.62085, -0.94389], [3.36844, -0.32636, 2.90473], [3.55364, 0.10468, 4.34407], [4.95819, 0.42503, 4.43430], [5.53514, 0.68975, 5.60449], [4.86736, 0.73500, 6.66056], [6.95987, 1.31382, 5.49152], [7.33338, 1.67285, 4.23233], [7.12768, 2.34260, 6.29509], [7.83788, 0.38054, 5.92161], [4.09573, -1.05946, 2.55586], [3.39854, 0.40079, 2.09328], [2.38247, -0.77272, 2.77542], [3.38437, -0.76182, 4.98332], [2.96385, 0.95975, 4.67438], [-5.59333, -3.45545, 1.75501], [-4.32064, -3.07616, 0.95504], [-4.64102, -2.82168, -0.40621], [-4.61356, -3.89259, -1.29636], [-4.37322, -5.02256, -0.94921], [-4.95890, -3.46095, -2.80249], [-3.97715, -3.93017, -3.57857], [-6.07343, -4.13764, -3.14967], [-5.12509, -2.18494, -2.98898], [-5.34859, -3.94128, 2.69956], [-6.22953, -4.14481, 1.19992], [-6.21191, -2.57421, 1.92490], [-3.64887, -3.91580, 1.13349], [-3.87201, -2.16544, 1.35178], [-0.95230, -4.90380, -2.84510], [0.16340, -4.63466, -1.79797], [1.41331, -5.23932, -2.25927], [2.31434, -4.55462, -2.93821], [2.10441, -3.42500, -3.47102], [3.71359, -5.29237, -3.22560], [4.68623, -4.46416, -2.81827], [3.74952, -6.42120, -2.55669], [3.89982, -5.43617, -4.53418], [-0.47719, -4.70529, -3.80581], [-1.84396, -4.29933, -2.67881], [-1.31511, -5.92849, -2.92557], [-0.11589, -5.09333, -0.84943], [0.17705, -3.56163, -1.60689], [2.49199, 7.75592, 4.01965], [1.46076, 6.80806, 3.45410], [2.07706, 5.60687, 3.01243], [1.63276, 4.88106, 1.91088], [0.69529, 5.20972, 1.20767], [2.46161, 3.60787, 1.68049], [1.72697, 2.65799, 1.06053], [3.48584, 3.78662, 0.93769], [2.81637, 3.03545, 2.82702], [3.35815, 7.77723, 3.35829], [2.87316, 7.31715, 4.94177], [1.95728, 8.66718, 4.28761], [0.99263, 7.25689, 2.57802], [0.69422, 6.60931, 4.20311], [-5.85532, 0.83633, -1.42636], [-4.48734, 1.27065, -1.98076], [-4.12016, 0.65436, -3.22781], [-4.50427, 1.19970, -4.39646], [-5.18884, 2.19759, -4.47440], [-4.09497, 0.37731, -5.65255], [-3.77081, -0.87936, -5.32335], [-5.05811, 0.32822, -6.60831], [-2.99787, 0.98098, -6.12631], [-5.98401, -0.24551, -1.39211], [-6.56555, 1.27904, -2.12470], [-6.18517, 1.23792, -0.46823], [-3.73397, 1.12020, -1.20752], [-4.43087, 2.33933, -2.18772], [0.67460, -5.62743, 3.01609], [2.31481, -5.12020, 2.56822], [2.30520, -4.27758, 1.28967], [3.90163, -3.46742, 0.95174], [2.96944, -5.99172, 2.56380], [2.54462, -4.44343, 3.39119], [1.57174, -3.47513, 1.21078], [2.16895, -4.88044, 0.39184], [-6.60866, 2.87949, 3.33926], [-5.42368, 2.24886, 2.26288], [-4.12941, 2.29543, 3.04271], [-2.87862, 1.70523, 1.87986], [-5.38348, 2.87048, 1.36841], [-5.72901, 1.22775, 2.03440], [-4.20675, 1.74457, 3.98009], [-3.90217, 3.31792, 3.34436], [5.68660, 1.72672, -2.10117], [4.48198, 0.37633, -2.20084], [4.76968, -0.72067, -1.18053], [6.34499, -1.51740, -1.46753], [4.51652, -0.06777, -3.19566], [3.52377, 0.86309, -2.01918], [3.94345, -1.41174, -1.34746], [4.74131, -0.33348, -0.16202], [-0.96439, -2.53236, 0.35746], [-1.32758, -0.87948, -0.05316], [-0.21694, 0.00690, 0.50365], [1.34251, -0.26462, -0.36737], [-2.28593, -0.53306, 0.33370], [-1.45170, -0.75369, -1.12874], [-0.04460, -0.25558, 1.54745], [-0.37904, 1.08344, 0.45001]],
  "atomic_forces_ev_per_a": [[-0.4622, -0.9105, -0.2007], [0.2460, 2.5981, 0.5975], [-1.1720, -2.1512, -0.9771], [0.2562, 0.7740, 1.4504], [1.6381, 0.6306, -0.3813], [-0.1994, -0.5692, 0.5439], [0.2019, -0.4125, 0.6596], [0.7923, 0.9237, 0.1127], [-0.9868, 0.2547, -1.7266], [-0.3542, -0.5827, -0.4149], [-0.0803, 0.0197, 0.2502], [-0.4964, -0.4205, 0.5893], [0.0395, -0.0967, -0.5813], [0.6461, -0.1668, 0.2246], [-0.6457, -0.2409, -0.9207], [0.8024, -0.5576, -0.2856], [1.6329, 0.1906, -0.1354], [-4.1443, 1.8420, 2.3449], [2.7883, -0.5376, -2.7921], [1.2197, -1.1336, -0.1125], [-0.7238, -0.2986, 0.9395], [-0.6158, 0.4356, -0.1534], [-0.1570, -0.1156, -0.3937], [0.0541, -0.2806, 0.6558], [0.0626, 0.8253, 0.5405], [-0.0972, -0.2190, 0.1779], [-0.2341, 0.2026, 0.1910], [0.0087, -0.0871, -0.0782], [-0.0636, 0.5523, -0.5235], [-1.0295, -1.0299, 1.5458], [0.2103, -0.8820, -2.2245], [0.1352, 0.4214, 1.9161], [-0.2899, 1.3844, -1.0738], [-0.0232, -2.1923, 1.2555], [0.1037, 0.3910, -0.0985], [0.1779, 0.5575, 0.1314], [-0.0512, 0.6190, -0.0214], [0.1046, 0.2084, 0.0086], [0.2534, -0.1531, -0.1497], [0.0330, 0.0279, 0.2180], [0.3603, 0.1678, -0.7874], [-0.0248, -0.0177, -0.1819], [0.8791, -0.1942, -0.0510], [-1.7708, -0.2448, -0.8420], [0.9194, 0.0171, 0.6830], [-1.2964, 3.6328, -2.6130], [1.1175, -3.6603, 2.1960], [-1.8115, 1.6458, 0.2412], [0.2369, -0.1232, 0.4932], [0.5613, -0.5028, -0.2334], [-0.2815, -0.6398, 0.2931], [-0.4394, 0.4285, -0.1934], [0.3702, 0.2541, -0.0356], [0.3170, -0.1698, 0.4831], [0.5654, -0.3467, -0.0273], [0.9525, -0.1342, -0.4506], [0.0584, -1.3985, 0.5513], [-0.7630, 0.9606, -0.9193], [0.5429, -2.8461, -1.5588], [-1.7343, 3.1481, 1.0701], [1.7279, -0.9423, 0.9938], [-1.9731, -1.4249, 1.1473], [-0.6618, 0.3241, -0.2555], [2.2987, 0.9145, -1.2203], [0.4477, 0.3050, 0.6130], [-0.2327, 0.8507, -0.1498], [0.0083, 0.1089, 0.1986], [0.5608, 0.2897, -0.3831], [-0.2432, 0.0621, 0.0706], [-0.0368, -0.3721, -0.1219], [-0.3444, 0.3727, -1.4238], [-0.2290, 1.2020, 0.8309], [0.4318, -1.1647, -0.6425], [-2.1960, 1.0877, 1.3605], [1.0565, -1.0333, -0.3739], [-0.0295, -0.2146, 0.2996], [-0.1330, 0.2285, -0.2327], [1.0491, 0.3314, 1.1380], [-0.1432, -0.1220, -0.5013], [0.1639, 0.0350, -0.1158], [-0.4057, -0.4355, -0.1039], [0.7908, 0.1778, 0.1525], [0.5075, -0.6265, -0.6002], [-0.4704, 0.1344, 0.2492], [-0.3623, -0.2716, -0.4353], [-0.0443, 1.4032, 0.4168], [0.1434, -0.5389, -1.0522], [-0.1083, -0.1751, 0.3079], [-0.0510, 0.2594, -0.2432], [0.5989, -0.2355, -0.0436], [-0.0247, -0.1320, 0.6574], [-0.1086, -0.2364, 0.1943], [-1.5145, 0.7433, 0.9076], [0.5081, -0.3408, -0.0523], [-0.1211, 0.3099, -0.4737], [0.2265, -0.0296, 0.6116], [0.0626, -0.1829, 0.0365], [0.2849, 0.0734, -0.2344], [0.3499, -0.5467, -0.3998], [0.2019, -0.0104, -0.3897], [-0.6116, -1.1051, -0.0156], [0.3277, 1.5125, -0.5761], [0.9797, -0.2181, 0.7359], [-1.2549, 0.4391, 0.1256], [0.1338, 0.1518, -0.0839], [-0.0713, -0.2930, 0.0001], [0.0176, -0.5502, -0.1089], [0.2047, -0.0995, -0.0730], [-0.3615, -0.6494, 0.2954], [0.1571, 1.6918, -0.5093], [-0.0503, 0.0031, 0.1624], [0.0045, -0.1004, -0.0259], [0.0404, -0.3698, 0.5223], [0.3927, -0.2477, -0.1054], [0.1071, 0.0441, -0.0803], [-0.3408, -0.1849, -0.2261]],
  "charge": 1,
  "homo_lumo_gap_ev": [9.88, 2.47],
  "spin_multiplicity": 2,
  "s_squared": 0.7541,
  "lumo_energy_ev": [-2.86, -10.27]
}

[2]
{
  "formula": "C32H46F7NO9Si",
  "method": "the ωB97M-V functional and the def2-TZVPD basis",
  "species": ["C", "C", "O", "C", "C", "O", "C", "C", "F", "F", "C", "C", "Si", "C", "C", "C", "C", "C", "C", "C", "C", "C", "N", "C", "O", "C", "C", "C", "C", "C", "F", "F", "C", "F", "F", "F", "H", "H", "H", "H", "H", "H", "H", "H", "H", "H", "H", "H", "H", "H", "H", "H", "H", "H", "H", "H", "H", "H", "H", "H", "H", "H", "H", "H", "H", "H", "H", "H", "H", "H", "C", "C", "C", "O", "C", "O", "O", "H", "H", "H", "H", "H", "H", "C", "C", "C", "O", "C", "O", "O", "H", "H", "H", "H", "H", "H"],
  "xyz": [[2.49190, -4.85430, -1.76365], [2.58595, -3.45379, -2.47562], [1.97967, -3.58878, -3.76327], [1.58292, -2.31413, -4.29037], [0.25275, -1.81535, -3.63142], [-0.60038, -1.09828, -4.53961], [-1.44905, -0.16039, -3.88131], [-2.30745, -0.62326, -2.66161], [-1.55003, -0.73859, -1.47432], [-2.76153, -1.90437, -2.93877], [-3.47189, 0.37988, -2.30487], [-4.90065, -0.12022, -2.75161], [-6.01298, -0.75410, -1.32163], [-5.15773, -0.79330, 0.37233], [-6.64424, -2.49968, -1.73970], [-7.43987, 0.53010, -1.16677], [-8.08470, 0.89258, -2.43521], [-9.13708, 1.87963, -2.42927], [-9.50092, 2.46104, -1.15451], [-8.88419, 2.10334, 0.09884], [-7.81806, 1.10877, 0.09821], [-2.43563, 0.25457, -5.07452], [-2.44596, 1.72199, -5.37633], [-1.48288, 2.34446, -4.51313], [-1.38868, 3.53586, -4.40521], [-0.66949, 1.21818, -3.78577], [0.00889, 1.64362, -2.43686], [1.14474, 2.72134, -2.67896], [1.77809, 3.21667, -1.31016], [2.40803, 2.01881, -0.53650], [1.43520, 1.43072, 0.24520], [2.97059, 1.11636, -1.43090], [3.57468, 2.42086, 0.44282], [3.84350, 1.30738, 1.20903], [3.24088, 3.43308, 1.27800], [4.72610, 2.72902, -0.20837], [2.54137, -4.78729, -0.65150], [1.50447, -5.30717, -2.02380], [3.28794, -5.52785, -2.15808], [2.05021, -2.71008, -1.83616], [3.67958, -3.19574, -2.52586], [1.48478, -2.44567, -5.39588], [2.42949, -1.60403, -4.09472], [0.50781, -1.25135, -2.70052], [-0.31960, -2.72794, -3.29967], [-3.28908, 1.36314, -2.81978], [-3.40300, 0.62038, -1.21236], [-5.41345, 0.76533, -3.21979], [-4.89341, -0.91550, -3.53439], [-4.60609, 0.16493, 0.58331], [-5.90909, -0.88016, 1.20582], [-4.44396, -1.64357, 0.51621], [-6.83263, -2.58484, -2.83900], [-7.55946, -2.80351, -1.17669], [-5.84624, -3.25423, -1.49683], [-7.75968, 0.43636, -3.39383], [-9.61383, 2.18712, -3.38523], [-10.28865, 3.24570, -1.10985], [-9.15102, 2.56938, 1.06771], [-7.32379, 0.83957, 1.05703], [-3.40394, -0.29098, -5.13660], [-1.88691, -0.14322, -5.97479], [-3.42387, 1.97524, -5.22825], [0.20241, 1.03484, -4.46759], [-0.77623, 2.05973, -1.75640], [0.50669, 0.77400, -1.95551], [0.75775, 3.63053, -3.19816], [1.93144, 2.26633, -3.33983], [0.98710, 3.69630, -0.67665], [2.55566, 3.97292, -1.57346], [5.97010, -0.12099, 3.88252], [6.85845, -1.26762, 3.45560], [6.28775, -2.11877, 2.35590], [6.94274, -3.36867, 2.57825], [7.21994, -3.43418, 3.91191], [7.58999, -4.41204, 4.47720], [7.01201, -2.22656, 4.50789], [6.22810, 0.21383, 4.88341], [6.06543, 0.72020, 3.19262], [4.91989, -0.41920, 3.91005], [7.85580, -0.89315, 3.20064], [6.51003, -1.73375, 1.36115], [5.20935, -2.27648, 2.44607], [3.94123, 2.26530, 9.58723], [4.60249, 1.15867, 8.79616], [5.04492, 1.56043, 7.41619], [5.03049, 0.31076, 6.72388], [4.08654, -0.46364, 7.33439], [3.67571, -1.49061, 6.90302], [3.67768, 0.10591, 8.50349], [3.32092, 1.85208, 10.38387], [4.68903, 2.92592, 10.02870], [3.28589, 2.86880, 8.95510], [5.42554, 0.72612, 9.37439], [6.04082, 2.00242, 7.40133], [4.34593, 2.23681, 6.91587]],
  "atomic_forces_ev_per_a": [[-0.3344, 0.1600, -0.5564], [0.1202, -1.2328, 1.2277], [0.0142, 0.9270, 0.3491], [0.2883, 0.1235, -0.3302], [0.1831, -1.3628, 0.6545], [0.2741, -0.3367, 1.5976], [-0.7830, 2.1639, -1.9458], [0.2283, 0.3894, 0.7159], [-0.3297, -0.1486, -1.2293], [0.1822, 1.0239, 0.3240], [0.0455, -0.0027, -0.7004], [-0.0296, 0.4922, -0.0507], [-0.5307, 0.1450, 0.5315], [0.3450, 0.2081, 0.7904], [0.2207, -0.4506, -0.1804], [-0.3570, 0.1152, -0.5730], [-0.8326, 1.2139, 2.0661], [1.2106, -0.7525, 1.5184], [0.3822, -0.2571, 0.3400], [1.1618, -1.2029, -1.5282], [-1.4310, 1.0022, -1.7960], [1.5444, -1.3400, -2.3214], [-0.5004, -1.5424, 2.2188], [-1.3361, -0.9696, 0.0519], [0.3734, -0.1581, 0.2558], [1.4049, 0.0279, 0.3655], [-0.0202, 0.8826, -0.4158], [-0.2925, -0.0192, 0.4415], [-0.1133, -0.5311, -0.9039], [0.0310, 1.4028, -0.2827], [1.0053, -0.0434, -0.8183], [-0.7664, 0.4467, 1.2148], [0.4228, -1.2354, 0.5761], [-0.1115, 1.2547, -0.5496], [0.2555, -0.8228, -0.9332], [-1.2797, 0.0290, 0.4958], [0.2053, 0.0732, -0.8718], [0.7283, 0.3369, 0.2153], [-0.5833, 0.4375, 0.4349], [0.3841, -0.3368, -0.5964], [-0.9700, 0.1846, -0.2727], [-0.1518, 0.1600, 0.8965], [-0.7700, -0.2558, -0.3043], [-0.3878, -0.1003, -0.8707], [0.6696, 0.7126, -0.2242], [0.1223, -0.9679, 0.4321], [-0.0930, -0.4992, -0.9682], [0.3086, -0.8645, 0.4704], [0.3776, 0.5840, 0.5640], [-0.4247, -0.8678, -0.2124], [0.5384, -0.0250, -0.8660], [-0.4873, 0.7014, -0.2773], [-0.0415, 0.0177, 0.8332], [0.6422, 0.3564, -0.4698], [-0.6228, 0.6832, -0.2205], [-0.2377, 0.3066, 0.8266], [0.2845, -0.1852, 0.9838], [0.6346, -0.7103, -0.2020], [-0.0607, -0.2077, -0.9370], [-0.3749, 0.1566, -0.9755], [0.4150, 0.9301, 0.5175], [-0.4976, -0.1189, 1.0026], [0.5766, 1.1529, -0.2215], [-0.7165, 0.0606, 0.2766], [0.7166, -0.3674, -0.2996], [-0.7131, 0.4767, -0.3475], [0.1391, -0.8251, 0.3795], [-0.6163, 0.4435, 0.6838], [0.8319, -0.4718, -0.4455], [-0.4501, -0.5865, 0.4656], [-0.0749, 0.0162, 0.0304], [-0.4642, 0.8259, 0.1707], [0.0687, 0.0015, -0.4898], [0.0623, -0.0328, 0.3426], [0.0440, -0.2195, 0.2683], [-0.0512, 0.1774, -0.1542], [0.1565, -0.4921, -0.3443], [0.1471, -0.0150, -0.1599], [0.0494, -0.0873, -0.0418], [0.0668, -0.0591, 0.0399], [-0.0118, -0.1161, -0.0776], [0.0985, -0.1960, 0.0101], [0.0243, 0.1581, 0.1253], [-0.2949, 0.0293, 0.0023], [-0.2588, 0.6479, 0.5855], [0.4536, 0.1559, -0.1658], [-0.3758, -0.0968, 0.4326], [-0.2238, -0.3787, -0.0420], [0.0952, 0.2409, 0.0166], [0.2711, -0.1899, -0.4975], [0.1749, -0.0280, 0.0384], [0.0012, -0.0756, -0.0154], [0.0358, -0.0709, -0.0298], [0.0301, -0.0146, -0.1295], [0.0174, -0.1834, -0.1210], [-0.0623, 0.0191, 0.1866]],
  "homo_lumo_gap_ev": 9.65,
  "lumo_energy_ev": 0.42
}